Formula: C5H7N4
Source: the OMol25 dataset
Level of theory: the ωB97M-V functional and the def2-TZVPD basis

Last column: Mulliken charge in e.
Positions of all 16 atoms, in Å:
C 0.753 0.433 1.457  -0.006
C 1.438 0.497 -1.083  -0.004
C -1.522 -0.481 0.304  -0.557
C -0.173 -1.127 0.121  0.128
C -1.176 0.989 0.113  -0.100
N 0.616 -0.822 1.352  -0.472
N 0.111 1.247 0.422  0.100
N 1.366 1.566 -0.403  -0.585
N 0.677 -0.623 -1.014  -0.257
H 1.293 0.967 2.220  0.398
H 2.191 0.494 -1.757  0.524
H -2.263 -0.901 -0.507  0.351
H -2.062 -0.428 1.264  0.336
H -0.451 -2.127 -0.115  0.447
H -1.677 1.611 -0.569  0.424
H 0.878 -1.293 -1.804  0.273

Its multiplicity is 1. The calculation puts the energy relative to the best compared isomer or geometry (same formula, charge and spin) at 85.0 kcal per mole. As for the charge: +1. For the frontier orbital gap (alpha / beta), the calculation gives 8.09 / 8.09 eV. The calculation puts the molar mass at 123.14 g mol⁻¹. The calculation puts the energy at -413.3299 hartree. As for the largest force on an atom: 4.31 eV Å⁻¹. As for the structure (SMILES): C1=N[C@H]2CC=[N+]1N=CN2.

---

Formula: C5H7N4S2
Source: the OMol25 dataset
Level of theory: the ωB97M-V functional and the def2-TZVPD basis

Last column: Mulliken charge in e.
Positions of all 18 atoms, in Å:
C -1.113 -0.261 -0.401  0.664
C 0.029 -0.839 0.263  0.718
C -1.057 1.077 -0.628  -0.472
C 1.605 0.952 0.182  0.296
C -0.170 -2.304 0.499  -1.553
N 1.165 -0.316 0.546  -0.492
N 2.284 1.024 -0.887  -0.382
N -2.187 -1.099 -0.830  -0.537
N 1.561 1.988 1.129  -0.416
S 2.949 2.396 -1.453  -0.352
S -1.623 2.518 -1.021  -0.467
H -0.811 -2.536 1.453  0.201
H 0.729 -2.800 0.609  0.480
H -0.615 -2.796 -0.283  0.452
H -2.875 -1.429 -0.056  0.187
H -2.688 -0.638 -1.529  0.266
H 2.003 2.773 0.730  0.151
H 0.812 2.289 1.676  0.258

Its multiplicity is 1. The calculation puts the energy relative to the best compared isomer or geometry (same formula, charge and spin) at 64.3 kcal per mole. As for the charge: -1. For the frontier orbital gap (alpha / beta), the calculation gives 7.01 / 4.68 eV. The calculation puts the molar mass at 187.27 g mol⁻¹. The calculation puts the energy at -1210.0630 hartree. As for the largest force on an atom: 4.16 eV Å⁻¹. As for the structure (SMILES): C/C(=N/C(N)=N/[S-])C(N)=C=S.

---

Formula: C5H7N5
Source: the OMol25 dataset
Level of theory: the ωB97M-V functional and the def2-TZVPD basis

Last column: Mulliken charge in e.
Positions of all 17 atoms, in Å:
C -2.800 -1.450 0.662  0.235
C -2.188 -0.816 -0.158  -0.598
C 1.679 0.036 1.418  0.013
C -1.238 -0.019 -1.035  -0.877
C -0.102 0.711 -0.137  -0.152
N 2.585 -0.932 1.410  -0.337
N 2.226 -1.733 0.415  -0.451
N 1.129 -1.318 -0.112  -0.284
N 0.776 -0.192 0.471  0.615
N 0.973 1.673 -0.882  -0.627
H -3.577 -1.911 1.261  0.419
H 1.742 0.926 2.049  0.377
H -1.718 0.557 -1.707  0.467
H -0.568 -0.757 -1.494  0.327
H -0.636 1.373 0.644  0.387
H 1.143 1.280 -1.826  0.234
H 0.575 2.570 -0.977  0.254

Its multiplicity is 1. The calculation puts the energy relative to the best compared isomer or geometry (same formula, charge and spin) at 95.7 kcal per mole. For the frontier orbital gap, the calculation gives 10.88 eV. The calculation puts the molar mass at 137.15 g mol⁻¹. The calculation puts the energy at -468.3563 hartree. As for the largest force on an atom: 6.14 eV Å⁻¹. As for the structure (SMILES): C#CC[C@H](N)n1cnnn1.

---

Formula: C5H7NO
Source: the OMol25 dataset
Level of theory: the ωB97M-V functional and the def2-TZVPD basis

Last column: Mulliken charge in e.
Positions of all 14 atoms, in Å:
C 1.503 -0.111 -1.385  -0.920
C 0.269 -0.356 -0.948  0.614
C -0.720 0.687 -0.648  -0.765
C -0.942 0.435 0.657  0.444
N -1.018 1.361 1.677  -0.620
O -0.755 -0.856 1.045  -0.402
C -0.178 -1.525 -0.104  -0.390
H 2.315 -0.819 -1.261  0.278
H 1.742 0.881 -1.762  0.281
H -0.240 1.998 1.539  0.270
H -0.730 1.680 -1.078  0.396
H -0.927 0.920 2.583  0.301
H 0.633 -2.155 0.266  0.283
H -0.951 -2.139 -0.582  0.229

Its multiplicity is 1. The calculation puts the energy relative to the best compared isomer or geometry (same formula, charge and spin) at 47.3 kcal per mole. For the frontier orbital gap, the calculation gives 8.67 eV. The calculation puts the molar mass at 97.12 g mol⁻¹. The calculation puts the energy at -324.6490 hartree. As for the largest force on an atom: 0.48 eV Å⁻¹. As for the structure (SMILES): C=C1C=C(N)OC1.